(1)
{"formula": "C16H36BF4KN4O7", "method": "ωB97M-V/def2-TZVPD", "species": ["K", "B", "F", "F", "F", "F", "C", "C", "O", "C", "O", "O", "C", "H", "H", "H", "H", "H", "H", "H", "H", "C", "O", "N", "C", "C", "H", "H", "H", "H", "H", "H", "H", "C", "O", "N", "C", "C", "H", "H", "H", "H", "H", "H", "H", "C", "O", "N", "C", "C", "H", "H", "H", "H", "H", "H", "H", "C", "O", "N", "C", "C", "H", "H", "H", "H", "H", "H", "H"], "coordinates": [[9.3852, 5.3337, 18.2608], [7.1201, 6.7726, 19.6148], [6.8371, 6.8936, 18.2363], [8.3953, 7.3582, 19.8729], [6.1317, 7.4193, 20.3600], [7.2219, 5.4073, 19.9663], [7.6303, 14.7965, 17.7820], [7.5550, 14.0429, 16.4681], [6.4826, 13.0805, 16.4957], [6.8220, 11.8011, 16.6174], [7.9306, 11.3579, 16.7792], [5.7072, 11.0808, 16.5397], [5.8315, 9.7118, 16.9150], [7.6605, 14.1088, 18.6209], [6.7819, 15.4772, 17.8793], [8.5069, 15.4473, 17.7598], [8.4961, 13.5331, 16.2529], [7.3842, 14.6824, 15.6022], [4.9349, 9.2155, 16.5475], [5.8311, 9.5773, 17.9976], [6.6962, 9.2352, 16.4620], [6.6317, 1.5397, 17.0014], [6.3487, 1.0313, 15.9428], [5.7960, 1.7365, 18.0491], [6.2060, 2.4811, 19.2181], [4.4331, 1.2660, 18.0206], [7.6605, 1.8853, 17.2265], [5.4195, 3.1440, 19.5571], [7.0984, 3.0677, 18.9778], [6.5510, 1.8018, 20.0062], [4.2591, 0.7485, 17.0805], [4.2268, 0.5915, 18.8517], [3.7318, 2.1041, 18.0604], [1.6761, 6.1427, 19.1538], [1.2389, 5.0285, 19.3414], [2.8794, 6.4200, 18.5956], [3.3647, 7.7709, 18.4469], [3.7390, 5.3411, 18.1859], [1.1441, 7.0689, 19.4267], [2.6593, 8.5017, 18.8350], [3.5571, 7.9878, 17.3894], [4.3125, 7.9072, 18.9764], [3.4944, 5.1504, 17.1249], [4.8057, 5.5447, 18.1327], [3.5259, 4.4186, 18.7171], [5.3371, 5.5049, 24.6554], [4.7913, 5.1862, 25.6894], [6.6466, 5.8047, 24.5325], [7.1943, 6.2638, 23.2697], [7.5565, 5.6520, 25.6279], [4.7933, 5.5785, 23.6998], [7.2511, 7.3695, 23.3114], [6.5601, 6.0491, 22.4175], [8.2434, 6.0211, 23.1106], [7.0425, 5.1136, 26.4254], [8.4190, 5.0543, 25.3357], [7.8532, 6.6221, 26.0334], [9.8230, 10.7000, 22.3433], [10.6125, 11.4221, 22.9177], [9.0707, 11.0397, 21.2616], [7.8927, 10.2307, 20.9331], [8.9984, 12.4038, 20.8663], [9.6746, 9.6375, 22.6052], [7.9150, 10.1075, 19.8477], [7.0041, 10.8242, 21.1642], [7.9064, 9.2669, 21.4214], [9.8876, 12.9413, 21.1850], [8.9783, 12.4950, 19.7699], [8.0868, 12.9124, 21.2025]], "forces_ev_per_a": [[-0.375, 0.320, 0.216], [-0.479, 0.893, 0.549], [0.391, -0.343, -0.010], [0.032, -0.377, -0.325], [0.382, -0.319, -0.205], [0.139, -0.165, -0.303], [-0.242, 0.515, -0.660], [0.544, -0.234, -0.118], [0.056, 0.260, -0.240], [0.084, -0.046, 0.162], [0.063, 0.059, 0.061], [-0.155, -0.002, 0.161], [-0.404, -0.596, -0.171], [0.118, 0.025, 0.101], [-0.125, -0.241, 0.152], [0.138, -0.224, 0.182], [-0.120, -0.168, 0.223], [-0.333, 0.147, 0.196], [0.083, 0.204, -0.135], [0.297, 0.238, -0.008], [0.137, 0.141, 0.110], [-0.128, 0.100, 0.351], [-0.021, -0.174, -0.191], [0.050, 0.175, -0.115], [1.092, -0.493, -0.087], [-0.390, 0.007, -0.397], [-0.018, 0.134, -0.018], [-0.031, 0.060, 0.108], [-0.291, 0.176, -0.054], [-0.475, 0.096, 0.221], [0.082, -0.086, 0.036], [0.053, 0.001, 0.056], [0.035, -0.015, 0.123], [0.440, 0.235, -0.076], [-0.151, -0.144, 0.007], [0.181, 0.225, 0.875], [0.473, 0.096, -0.249], [-0.356, -0.573, -1.822], [-0.156, -0.067, 0.041], [-0.194, -0.110, -0.022], [-0.203, -0.010, 0.112], [-0.129, -0.100, 0.022], [0.032, -0.340, 0.153], [-0.036, 0.510, 0.741], [-0.049, 0.162, 0.279], [-0.053, -0.008, -0.007], [-0.121, -0.116, 0.162], [0.413, -0.521, -0.935], [-0.085, 1.916, 0.352], [-0.286, -0.135, 0.794], [0.002, 0.056, -0.042], [-0.161, -0.159, -0.128], [0.050, -0.402, -0.004], [-0.147, -0.854, 0.048], [-0.018, 0.083, -0.051], [0.155, 0.182, -0.103], [0.252, -0.023, -0.077], [0.194, 0.031, -0.201], [-0.117, -0.161, -0.079], [-0.470, -0.719, 0.939], [0.570, 0.955, -0.870], [0.196, 1.008, -1.155], [0.021, 0.040, 0.167], [-0.238, -0.351, 0.041], [-0.156, -0.311, 0.253], [-0.041, -0.057, 0.096], [-0.111, -0.025, 0.300], [0.002, -0.285, 0.115], [0.108, -0.102, 0.354]], "mulliken_charge": [1.028, 0.733, -0.424, -0.354, -0.511, -0.312, -0.835, -0.318, -0.347, 0.825, -0.592, -0.411, -0.516, 0.096, 0.324, 0.333, 0.315, 0.341, 0.271, 0.214, 0.350, 0.188, -0.579, 0.211, -0.764, -0.842, 0.259, 0.264, 0.086, 0.292, 0.314, 0.315, 0.256, 0.131, -0.590, 0.264, -0.796, -1.016, 0.278, 0.344, 0.311, 0.079, 0.402, 0.227, 0.264, 0.131, -0.595, 0.145, -0.633, -0.993, 0.298, 0.364, -0.057, 0.288, 0.347, 0.316, 0.323, 0.144, -0.584, 0.138, -0.402, -0.956, 0.318, 0.211, 0.276, -0.143, 0.365, 0.228, 0.364], "e_homo_ha": -0.33354, "largest_force_ev_per_a": 1.950, "homo_lumo_gap_ev": 7.61, "spin_multiplicity": 1}

=====

(2)
{"formula": "C16H36FN2Pb", "method": "ωB97M-V/def2-TZVPD", "species": ["Pb", "F", "C", "C", "C", "N", "C", "C", "C", "C", "C", "H", "H", "H", "H", "H", "H", "H", "H", "H", "H", "H", "H", "H", "H", "H", "H", "H", "H", "C", "C", "C", "N", "C", "C", "C", "C", "C", "H", "H", "H", "H", "H", "H", "H", "H", "H", "H", "H", "H", "H", "H", "H", "H", "H", "H"], "coordinates": [[0.7921, -3.9078, 1.8089], [-0.1845, -1.9049, 0.7959], [2.1524, 0.3128, -3.4272], [0.7424, -0.2604, -3.2328], [0.8468, -1.6892, -2.7323], [-0.4569, -2.5333, -3.0986], [-0.5182, -2.9807, -4.5496], [-1.7563, -1.7715, -2.5399], [-2.8665, -2.8910, -2.6579], [-2.0898, -4.1325, -2.2353], [-0.5580, -3.9298, -2.3255], [2.6178, 0.4239, -2.4478], [2.0829, 1.3554, -3.7374], [2.7142, -0.2017, -4.2067], [0.1495, -0.0298, -4.1178], [0.1792, 0.2546, -2.4547], [0.9426, -1.7450, -1.6480], [1.6927, -2.2809, -3.0822], [0.3857, -3.5417, -4.7869], [-0.5709, -2.1240, -5.2214], [-1.2880, -3.7268, -4.7468], [-1.9112, -0.9620, -3.2533], [-1.5245, -1.5046, -1.5088], [-3.2213, -2.9713, -3.6855], [-3.6471, -2.6685, -1.9304], [-2.4937, -4.8984, -2.8974], [-2.2829, -4.4024, -1.1970], [0.0208, -4.7628, -2.7245], [-0.1363, -3.6809, -1.3516], [-0.1465, 4.4270, 5.5951], [-0.0799, 3.0550, 4.9239], [-0.0915, 3.1518, 3.3873], [0.0906, 1.7781, 2.6553], [-0.7709, 0.6642, 3.3236], [1.6631, 1.3667, 2.5694], [2.2605, 1.8259, 1.2464], [1.0546, 2.4267, 0.4357], [-0.1914, 1.9423, 1.1499], [-0.3146, 4.3089, 6.6656], [-1.0854, 4.9202, 5.3434], [0.6198, 5.1851, 5.4332], [-0.9646, 2.5343, 5.2905], [0.7812, 2.5100, 5.3107], [0.7155, 3.7505, 2.9649], [-1.0443, 3.4296, 2.9367], [-0.3599, 0.2798, 4.2571], [-0.6853, -0.0790, 2.5308], [-1.8035, 0.9723, 3.4870], [1.8386, 0.2967, 2.6801], [2.2569, 1.9088, 3.3053], [2.6281, 0.9731, 0.6757], [3.0513, 2.5530, 1.4314], [1.0714, 1.9458, -0.5424], [1.0953, 3.5114, 0.3371], [-0.3819, 0.9045, 0.8763], [-1.0205, 2.6124, 0.9225]], "forces_ev_per_a": [[-0.780, 1.519, -0.681], [0.854, -1.429, 0.619], [-0.811, 1.098, 0.393], [0.354, 0.308, 0.283], [-1.563, -1.702, -0.818], [0.204, -1.279, 1.086], [0.556, 0.637, -0.002], [0.289, -2.000, -2.116], [1.988, 1.663, 0.987], [-0.072, -1.029, -0.008], [-0.676, 2.206, 0.266], [0.635, -0.652, -0.158], [-0.167, 0.017, -0.292], [0.178, -0.195, 0.465], [0.038, -0.865, -0.322], [0.261, 0.440, 0.129], [-0.449, 0.222, 0.123], [-0.053, 0.187, -0.610], [0.314, 0.343, 0.280], [-0.245, -0.084, 0.084], [-0.441, 0.536, 0.359], [-0.015, 0.254, 0.522], [0.041, 0.132, -0.149], [-0.213, 0.162, 0.278], [-0.221, -0.013, -0.446], [0.569, -0.592, 0.357], [-0.325, -0.108, -0.149], [-0.042, 0.454, -0.610], [-0.187, -0.132, 0.147], [-1.130, 0.578, 0.366], [0.047, 0.534, -0.265], [0.272, -1.586, -0.561], [1.825, 0.240, 0.691], [1.028, 0.338, -1.633], [-0.144, 0.447, 0.527], [-1.393, 0.388, -0.725], [0.823, -0.486, 0.511], [-0.059, -0.621, 0.505], [0.584, -0.207, 0.111], [-0.101, 0.059, -0.503], [0.360, -0.526, -0.174], [-0.015, -0.218, -0.265], [0.188, -0.088, -0.311], [-0.134, 0.328, 0.261], [-0.054, 0.644, 0.598], [0.316, 0.437, -0.178], [-0.507, -0.593, 0.461], [0.188, 0.293, -0.269], [-0.781, 0.050, 0.343], [-0.810, -0.245, 0.717], [0.277, 0.120, 0.223], [-0.043, -0.148, -0.291], [-0.152, 0.487, -0.175], [0.022, -0.123, -0.024], [-0.340, 0.144, -0.445], [-0.290, -0.348, 0.487]], "mulliken_charge": [0.712, -0.579, -1.377, -0.303, -0.767, 0.036, -0.989, -0.270, -0.774, -0.558, -0.096, 0.269, 0.392, 0.416, 0.404, 0.282, 0.312, 0.546, 0.394, 0.338, 0.430, 0.431, 0.139, 0.363, 0.379, 0.310, 0.383, 0.436, -0.181, -1.449, -0.246, -0.812, 0.247, -0.996, -0.541, -0.562, -0.402, -0.251, 0.387, 0.371, 0.368, 0.333, 0.411, 0.360, 0.420, 0.355, 0.378, 0.367, 0.396, 0.229, 0.242, 0.391, 0.058, 0.393, 0.126, 0.350], "e_homo_ha": [-0.46286, -0.61319], "largest_force_ev_per_a": 2.926, "homo_lumo_gap_ev": [5.80, 9.97], "spin_multiplicity": 2, "s_squared": 0.75, "charge": 2}

=====

Question: Which formula does entry 2 have?
Answer: C16H36FN2Pb